Density functional theory data (ωB97M-V/def2-TZVPD) for a 9-piece molecular cluster, H18O9 overall.

Values from the calculation:
Frontier orbital gap   0.3836 Eh
E_LUMO   -0.3 eV
Charge   0
SMILES string   O.O.O.O.O.O.O.O.O

Bonds (Å) are listed after each position.
Positions of all 27 atoms, in Å:
1 O -0.786 0.679 -2.230  H2 0.860, H3 1.060
2 H -0.926 1.465 -2.550  O1 0.860
3 H -0.266 0.019 -2.876  O1 1.060
4 O 0.606 0.080 -0.110  H5 0.952, H6 1.033
5 H -0.175 0.236 -0.631  O4 0.952
6 H 0.233 0.341 0.817  O4 1.033
7 O 2.219 0.950 -2.836  H8 1.004, H9 0.992
8 H 1.534 1.532 -2.388  O7 1.004
9 H 2.200 0.411 -2.004  O7 0.992
10 O 2.420 -0.878 2.710  H11 1.005, H12 0.886
11 H 2.930 -0.416 1.978  O10 1.005
12 H 1.956 -1.541 2.350  O10 0.886
13 O -0.955 -2.335 1.046  H14 0.905, H15 0.941
14 H -0.693 -2.154 0.199  O13 0.905
15 H -1.811 -2.524 0.705  O13 0.941
16 O -2.270 2.496 1.897  H17 0.932, H18 1.103
17 H -1.574 2.855 1.391  O16 0.932
18 H -2.017 1.514 2.331  O16 1.103
19 O -3.220 -0.287 -2.096  H20 1.059, H21 0.872
20 H -2.988 -0.864 -2.953  O19 1.059
21 H -2.399 -0.001 -2.025  O19 0.872
22 O -1.106 -0.057 2.494  H23 1.045, H24 1.041
23 H -1.161 -1.058 2.199  O22 1.045
24 H -0.902 -0.304 3.485  O22 1.041
25 O 3.156 -0.271 -0.677  H26 1.013, H27 0.966
26 H 2.299 -0.158 -0.149  O25 1.013
27 H 3.685 0.276 -0.082  O25 0.966

---

Density functional theory data (ωB97M-V/def2-TZVPD) for a 9-piece molecular cluster, H18O9 overall.

Values from the calculation:
Frontier orbital gap   0.3833 Eh
E_LUMO   -0.2 eV
Charge   0
SMILES string   O.O.O.O.O.O.O.O.O

Bonds (Å) are listed after each position.
Positions of all 27 atoms, in Å:
1 O -9.755 14.535 -3.863  H2 0.959, H3 0.983
2 H -10.610 14.299 -4.227  O1 0.959
3 H -9.221 13.856 -4.332  O1 0.983
4 O -9.377 16.111 -1.739  H5 0.981, H6 0.971
5 H -10.094 16.381 -1.127  O4 0.981
6 H -9.611 15.340 -2.281  O4 0.971
7 O -8.736 16.000 -6.061  H8 0.956, H9 0.993
8 H -9.146 15.521 -6.779  O7 0.956
9 H -9.059 15.638 -5.195  O7 0.993
10 O -12.859 14.660 -2.407  H11 0.968, H12 0.932
11 H -12.645 15.531 -2.770  O10 0.968
12 H -12.175 14.331 -1.867  O10 0.932
13 O -8.500 15.856 1.289  H14 0.973, H15 0.938
14 H -8.689 16.808 1.224  O13 0.973
15 H -8.476 15.450 0.444  O13 0.938
16 O -11.070 13.864 -0.571  H17 0.971, H18 0.928
17 H -10.112 13.870 -0.411  O16 0.971
18 H -11.398 13.262 0.055  O16 0.928
19 O -11.395 16.780 -0.075  H20 0.937, H21 0.952
20 H -11.724 15.903 -0.036  O19 0.937
21 H -11.947 17.428 0.351  O19 0.952
22 O -6.297 16.516 -3.308  H23 0.964, H24 0.962
23 H -7.149 16.515 -2.858  O22 0.964
24 H -6.132 17.423 -3.584  O22 0.962
25 O -9.578 17.832 -3.887  H26 0.939, H27 0.914
26 H -9.491 17.292 -3.124  O25 0.939
27 H -9.364 17.263 -4.569  O25 0.914

---

Density functional theory data (ωB97M-V/def2-TZVPD) for a 9-piece molecular cluster, H18O9 overall.

Values from the calculation:
Frontier orbital gap   0.4072 Eh
E_LUMO   -0.2 eV
Charge   0
SMILES string   O.O.O.O.O.O.O.O.O

Bonds (Å) are listed after each position.
Positions of all 27 atoms, in Å:
1 O 1.417 -1.754 -0.429  H2 0.957, H3 0.961
2 H 0.652 -2.214 -0.776  O1 0.957
3 H 1.853 -2.367 0.168  O1 0.961
4 O -3.748 0.198 -0.393  H5 0.970, H6 0.974
5 H -4.097 0.872 0.212  O4 0.970
6 H -4.557 -0.334 -0.298  O4 0.974
7 O 3.597 1.814 1.061  H8 0.963, H9 0.971
8 H 3.379 1.092 0.463  O7 0.963
9 H 2.879 1.529 1.650  O7 0.971
10 O 1.279 0.606 -3.133  H11 0.949, H12 0.959
11 H 0.455 0.958 -2.821  O10 0.949
12 H 1.863 1.264 -2.750  O10 0.959
13 O -2.796 -1.465 2.724  H14 0.963, H15 0.962
14 H -1.997 -1.091 3.108  O13 0.963
15 H -3.136 -0.711 2.233  O13 0.962
16 O -0.641 1.086 0.927  H17 0.966, H18 0.968
17 H -0.368 1.890 1.387  O16 0.966
18 H 0.146 0.884 0.403  O16 0.968
19 O -0.574 -3.411 0.827  H20 0.961, H21 0.958
20 H -1.276 -2.857 1.178  O19 0.961
21 H -0.812 -4.338 0.778  O19 0.958
22 O 4.594 0.225 -1.282  H23 0.958, H24 0.963
23 H 4.371 0.811 -0.559  O22 0.958
24 H 3.977 -0.515 -1.283  O22 0.963
25 O -2.905 2.617 -0.619  H26 0.969, H27 0.969
26 H -2.964 3.432 -0.099  O25 0.969
27 H -2.037 2.329 -0.298  O25 0.969

---

Density functional theory data (ωB97M-V/def2-TZVPD) for a 9-piece molecular cluster, H18O9 overall.

Values from the calculation:
Frontier orbital gap   0.3758 Eh
E_LUMO   -0.4 eV
Charge   0
SMILES string   O.O.O.O.O.O.O.O.O

Bonds (Å) are listed after each position.
Positions of all 27 atoms, in Å:
1 O 1.271 0.843 0.561  H2 0.985, H3 0.905
2 H 1.634 1.237 -0.265  O1 0.985
3 H 0.934 0.054 0.271  O1 0.905
4 O -0.887 2.307 3.059  H5 0.950, H6 0.893
5 H -0.098 2.200 2.540  O4 0.950
6 H -0.657 2.571 3.881  O4 0.893
7 O -1.758 1.247 1.298  H8 0.911, H9 0.980
8 H -2.012 0.783 0.557  O7 0.911
9 H -1.160 0.543 1.624  O7 0.980
10 O 3.773 -2.241 -0.103  H11 0.975, H12 0.883
11 H 3.220 -2.847 -0.630  O10 0.975
12 H 3.652 -1.423 -0.413  O10 0.883
13 O -0.918 3.227 -0.793  H14 0.937, H15 1.029
14 H -0.968 3.506 0.100  O13 0.937
15 H -0.083 3.594 -1.271  O13 1.029
16 O -1.692 0.455 -2.786  H17 0.915, H18 1.018
17 H -1.508 -0.306 -2.311  O16 0.915
18 H -2.009 0.226 -3.726  O16 1.018
19 O 0.358 -0.636 -2.574  H20 0.938, H21 0.902
20 H 0.837 -1.426 -2.413  O19 0.938
21 H 1.058 -0.088 -2.724  O19 0.902
22 O 1.023 -2.678 0.875  H23 0.931, H24 0.995
23 H 1.742 -3.092 1.296  O22 0.931
24 H 1.563 -1.918 0.526  O22 0.995
25 O -1.500 -2.489 0.704  H26 0.939, H27 0.975
26 H -2.397 -2.260 0.550  O25 0.939
27 H -1.115 -1.625 0.470  O25 0.975